Density functional theory data (ωB97M-V with the def2-TZVPD basis set) for a structure of composition C23H61N6O14Zn.

```
105
Properties=species:S:1:pos:R:3:lowdin_charge:R:1
C 20.13 -18.70 -19.06 0.0389
N 20.03 -17.20 -19.39 -0.3164
C 19.96 -16.48 -18.12 -0.0317
C 21.26 -16.72 -20.13 0.0255
C 18.86 -16.96 -20.36 -0.0788
C 17.45 -17.41 -19.92 -0.1696
O 17.23 -17.31 -18.48 -0.0761
H 20.92 -18.81 -18.32 0.1103
H 20.23 -19.29 -19.97 0.1160
H 19.25 -19.13 -18.57 0.1055
H 20.93 -16.45 -17.63 0.1155
H 19.26 -16.92 -17.41 0.1020
H 19.61 -15.45 -18.23 0.0929
H 21.51 -17.13 -21.11 0.1220
H 22.06 -16.95 -19.44 0.1120
H 21.07 -15.65 -20.22 0.0728
H 19.16 -17.35 -21.34 0.1425
H 18.80 -15.88 -20.50 0.1045
H 17.31 -18.36 -20.43 0.1282
H 16.79 -16.79 -20.53 0.1018
H 17.06 -16.40 -18.24 0.0079
Zn 16.87 -13.65 -16.10 1.1429
O 17.20 -11.96 -17.24 -0.3870
C 17.37 -12.45 -18.59 -0.2340
C 16.54 -13.82 -18.91 -0.2303
O 16.32 -14.72 -17.81 -0.3981
H 18.45 -12.54 -18.73 0.0650
H 17.17 -11.65 -19.30 0.1055
H 17.00 -14.44 -19.67 0.0939
H 15.57 -13.54 -19.33 0.0949
C 20.67 -13.07 -21.99 -0.2368
C 20.64 -12.95 -20.51 -0.2238
O 21.75 -13.44 -19.70 -0.0605
O 20.39 -14.40 -22.36 -0.0612
H 21.68 -12.84 -22.34 0.1310
H 20.07 -12.28 -22.44 0.1296
H 19.81 -13.61 -20.25 0.0859
H 20.25 -11.97 -20.24 0.1174
H 21.49 -13.40 -18.77 0.0181
H 20.47 -14.47 -23.32 0.0971
C 15.51 -8.90 -16.87 -0.2396
C 14.26 -9.60 -17.47 -0.1811
O 14.42 -11.02 -17.30 -0.1121
O 16.65 -9.18 -17.62 -0.0606
H 15.62 -9.37 -15.89 0.1215
H 15.43 -7.82 -16.75 0.1305
H 14.10 -9.31 -18.51 0.1068
H 13.34 -9.35 -16.94 0.1190
H 15.32 -11.36 -17.24 0.0181
H 16.75 -10.12 -17.51 0.0221
C 20.52 -11.15 -16.33 -0.2039
C 21.44 -12.44 -16.47 -0.2153
O 20.86 -13.55 -17.06 -0.0857
O 20.22 -10.60 -17.58 -0.0459
H 20.92 -10.34 -15.72 0.1293
H 19.56 -11.41 -15.86 0.0955
H 21.79 -12.62 -15.45 0.1205
H 22.29 -12.18 -17.10 0.1322
H 20.09 -13.73 -16.52 0.0780
H 19.46 -11.09 -17.92 0.0348
O 13.36 -16.79 -15.91 0.0771
C 14.30 -17.10 -15.22 -0.6689
N 15.51 -17.08 -15.63 0.1854
C 14.14 -17.54 -13.81 0.0141
H 15.74 -16.83 -16.58 0.0699
H 16.29 -16.95 -15.01 0.1133
H 14.50 -16.72 -13.19 0.0860
H 14.69 -18.47 -13.70 0.0990
H 13.06 -17.45 -13.67 0.1005
O 12.25 -12.98 -23.68 0.0388
C 12.15 -12.98 -22.48 -0.6474
N 11.44 -13.94 -21.91 0.1732
C 12.80 -11.97 -21.57 -0.0002
H 11.27 -13.77 -20.93 0.0488
H 10.92 -14.61 -22.46 0.1305
H 12.03 -11.40 -21.05 0.0831
H 13.28 -11.32 -22.31 0.0811
H 13.58 -12.39 -20.93 0.0577
O 12.47 -17.59 -19.66 0.0352
C 13.38 -16.77 -19.65 -0.5983
N 13.94 -16.36 -18.55 0.1763
C 13.95 -16.33 -21.03 0.0074
H 13.51 -16.59 -17.66 0.0631
H 14.78 -15.81 -18.41 0.0475
H 14.74 -15.60 -20.87 0.0402
H 13.07 -15.98 -21.58 0.0695
H 14.53 -17.14 -21.48 0.0718
O 10.57 -13.57 -19.09 -0.0511
C 11.46 -12.83 -18.49 -0.5353
N 12.68 -13.22 -18.37 0.1934
C 11.02 -11.52 -17.80 0.0154
H 12.93 -14.09 -18.82 0.0959
H 13.39 -12.63 -17.97 0.0720
H 10.86 -10.79 -18.59 0.0823
H 11.83 -11.13 -17.18 0.0461
H 10.12 -11.51 -17.19 0.0888
O 16.55 -7.24 -22.00 0.0352
C 16.25 -7.89 -21.01 -0.6077
N 15.91 -7.29 -19.89 0.1806
C 16.39 -9.42 -21.01 -0.0008
H 15.74 -6.30 -19.78 0.1307
H 15.53 -7.93 -19.21 0.0519
H 17.42 -9.65 -20.73 0.0725
H 16.38 -9.83 -22.02 0.0864
H 15.73 -9.86 -20.27 0.0496
```

DFT total energy = -4073.79324 Eh
M = 711.16 g mol⁻¹
gap between HOMO and LUMO = 3.72 eV
E_LUMO = -0.2532 hartree
relative energy (zero: lowest compared OMol25 entry of this formula, charge and spin) = 4.689 eV
charge = +1